Record 1
This record from the Open Molecules 2025 dataset describes a cluster of 2 separate species, C5H11NO2 in total in a non-equilibrium geometry. The level of theory is the ωB97M-V functional and the def2-TZVPD basis.

The total energy is -402.2487 a.u. For the HOMO-LUMO gap, the calculation gives 9.855 eV. The multiplicity is 1. As for the max |F|: 5.7 eV Å⁻¹. Its lowest unoccupied orbital energy is 0.0192 Ha. As for the SMILES: [H]/N=C/C.COC(C)=O.

The geometry in XYZ format:
```
19
Properties=species:S:1:pos:R:3:forces:R:3
H -1.385746 -2.234580 0.599522 0.193 0.294 0.208
N -1.920435 -1.386262 0.445257 -1.077 -0.452 -1.115
C -1.362036 -0.292622 0.634539 2.412 -0.737 3.703
C -1.993517 1.050611 0.605007 0.081 0.133 -0.544
H -0.241361 -0.300708 1.241385 -3.099 0.045 -1.045
H -1.213105 1.802987 0.715063 -0.269 0.122 -0.131
H -2.530762 1.153851 -0.337820 0.112 0.225 -0.073
H -2.733005 1.172529 1.394652 0.121 -0.208 0.190
C 1.002452 1.678441 -0.863908 0.335 -0.118 0.681
O 0.438511 0.380821 -0.730993 1.237 -1.116 0.723
C 1.151369 -0.539584 0.266815 2.974 3.251 -3.645
C 1.308253 -1.859811 -0.449980 -1.441 -0.850 0.769
O 1.985324 -0.067299 1.006453 -1.626 -0.806 -0.081
H 1.833447 1.689320 -1.573030 -0.066 -0.145 -0.140
H 1.415173 1.982744 0.102574 -0.155 0.280 -0.096
H 0.233526 2.374157 -1.201856 -0.033 -0.146 0.091
H 0.679319 -1.957709 -1.331020 -0.157 0.338 0.133
H 2.338053 -2.008410 -0.769257 0.066 0.249 0.437
H 0.994540 -2.638476 0.246598 0.392 -0.356 -0.064
```
Positions in Å, forces in eV/Å.


Record 2
This record from the Open Molecules 2025 dataset describes a cluster of 8 separate species, C36H44N4O20 in total in a non-equilibrium geometry. The level of theory is the ωB97M-V functional and the def2-TZVPD basis.

The total energy is -3121.8285 a.u. For the HOMO-LUMO gap, the calculation gives 7.063 eV. The multiplicity is 1. As for the max |F|: 5.4 eV Å⁻¹. Its lowest unoccupied orbital energy is -0.0794 Ha. As for the SMILES: O=C1C=C(O)C(=O)C=C1O.O=C1C=C(O)C(=O)C=C1O.O=C1C=C(O)C(=O)C=C1O.O=C1C=C(O)C(=O)C=C1O.CN(C)C=O.CN(C)C=O.CN(C)C=O.CN(C)C=O.

The geometry in XYZ format:
```
104
Properties=species:S:1:pos:R:3:forces:R:3
O 4.699304 3.561569 -2.645796 -0.720 -1.368 0.596
C 3.907827 2.863883 -3.255086 -0.607 0.871 -1.841
C 3.644657 3.108362 -4.677458 0.285 -0.167 0.293
C 2.662021 2.504531 -5.354442 0.316 0.985 -2.737
O 2.543050 2.773294 -6.700100 -0.016 -0.300 1.424
C 1.774507 1.423206 -4.847756 1.665 -0.864 2.841
O 0.938505 0.773660 -5.411630 -0.638 0.639 -1.749
C 2.192741 0.978297 -3.505587 0.043 1.695 0.111
C 3.089151 1.699339 -2.783609 0.429 -2.212 2.078
O 3.449479 1.178334 -1.566434 -0.739 0.272 -0.684
H 4.395469 3.712641 -5.164826 -0.329 0.316 -0.252
H 1.897151 2.127873 -6.996481 -0.469 -0.170 -0.620
H 1.615906 0.136408 -3.152218 0.331 -0.149 0.488
H 4.070300 1.752804 -1.112366 0.315 0.400 0.160
O -5.600353 2.181659 3.006487 1.715 0.219 -1.838
C -4.516234 2.600520 3.397453 -0.838 0.950 1.432
C -4.412740 2.689181 4.831976 1.346 1.350 2.161
C -3.445351 3.369008 5.527945 -1.489 -2.018 0.946
O -3.403377 3.319343 6.887385 -0.280 0.399 -1.282
C -2.270577 3.927861 4.866550 0.077 -0.807 -2.447
O -1.263912 4.340108 5.401307 -0.512 0.110 0.627
C -2.323936 3.761921 3.383056 1.177 0.381 -0.248
C -3.292084 3.204485 2.661852 -2.503 -1.647 -0.696
O -3.315513 3.024716 1.315689 1.454 0.731 0.439
H -5.237135 2.288284 5.402984 0.016 -0.247 -0.038
H -2.558973 3.734756 7.077192 0.488 0.273 0.725
H -1.386678 4.039149 2.923600 -0.079 0.261 -0.376
H -4.117867 2.620540 0.977325 -0.544 -0.153 0.530
O 6.419743 -5.754611 -2.735772 -0.967 1.925 0.135
C 5.598094 -4.832162 -2.627488 -0.273 -1.539 -0.223
C 5.765717 -3.463625 -2.196954 0.069 0.720 -0.091
C 4.702977 -2.646013 -1.948626 1.121 1.577 0.894
O 4.846726 -1.346899 -1.513453 0.426 -2.193 -1.034
C 3.236622 -2.994438 -2.167146 0.786 -0.432 0.222
O 2.308487 -2.282014 -1.777995 1.504 -0.644 -0.746
C 3.178788 -4.213374 -2.911494 -1.361 -1.577 -0.728
C 4.175184 -5.132989 -3.052565 -0.465 0.547 0.040
O 3.969850 -6.326106 -3.605091 -0.752 0.756 0.020
H 6.774151 -3.089132 -2.293054 0.078 0.268 0.679
H 3.974694 -1.017061 -1.742295 -0.627 1.156 0.596
H 2.213166 -4.442257 -3.337614 -0.206 -0.307 0.100
H 4.814941 -6.758251 -3.748842 0.690 -0.183 0.207
O -7.283172 -5.216727 -4.972173 0.168 0.053 -0.596
C -6.468991 -4.368841 -4.663986 -0.033 0.729 1.419
C -5.795863 -4.277164 -3.402053 0.473 -2.232 -0.371
C -5.062520 -3.237516 -3.039519 0.137 0.221 3.376
O -4.574048 -3.242180 -1.776491 -0.418 -0.625 -0.855
C -4.905278 -1.999922 -3.812235 0.191 -0.468 -0.076
O -4.337663 -1.041017 -3.338508 -0.040 0.430 -0.012
C -5.450567 -2.134723 -5.113265 -0.613 0.380 -2.361
C -6.208037 -3.181028 -5.517593 0.279 0.553 -0.174
O -6.811994 -3.268942 -6.690220 0.319 0.963 -0.296
H -5.703907 -5.193014 -2.837108 -0.502 0.091 0.470
H -4.291401 -2.366586 -1.502541 0.810 0.597 -0.292
H -5.264456 -1.355368 -5.837398 -0.125 0.275 0.044
H -7.445696 -3.977319 -6.555225 -0.503 -0.882 -0.366
C -0.695021 1.678984 -0.991308 -0.445 1.495 0.474
N -0.969781 0.321382 -0.672215 0.883 -0.252 -0.347
C 0.045418 -0.357048 0.156975 -1.309 -0.684 0.318
C -1.975412 -0.246037 -1.389173 1.257 -4.895 1.974
O -2.205006 -1.503342 -1.222094 -0.235 4.045 -0.955
H 0.080307 2.149640 -0.386789 0.448 -0.721 -0.198
H -1.551299 2.243361 -0.622022 -0.299 0.512 -0.773
H -0.492489 1.781056 -2.057447 0.001 0.512 0.065
H -0.316292 -1.374854 0.303012 0.386 -0.088 -0.261
H 1.073184 -0.336420 -0.205484 -0.230 0.075 -0.602
H 0.062513 0.082613 1.154225 -0.093 0.331 -0.026
H -2.464942 0.443752 -2.093974 -0.264 -0.410 0.179
C 4.170440 -3.005027 3.934232 0.731 0.789 0.763
N 3.524928 -1.707515 3.541712 -0.032 -2.166 -1.476
C 3.004494 -1.769891 2.201787 0.368 1.581 -0.862
C 3.324176 -0.602943 4.300955 0.045 -1.813 1.295
O 3.644629 -0.623656 5.468594 0.162 1.023 0.534
H 4.866981 -3.397094 3.193137 0.004 0.748 -0.622
H 3.553185 -3.888759 4.095809 -0.952 0.555 0.176
H 4.797950 -2.892984 4.818419 -0.365 0.340 0.152
H 2.071558 -2.311644 2.046134 0.180 -0.481 0.200
H 2.823158 -0.750638 1.860676 -0.343 0.276 0.144
H 3.801511 -2.044296 1.510721 -0.159 -0.720 -0.064
H 2.752457 0.213935 3.833999 0.343 -0.054 -0.333
C 1.094542 5.101545 2.868132 0.209 0.394 -0.041
N 1.498054 3.985087 2.006074 -1.097 1.346 -0.593
C 1.465585 4.316522 0.579440 -0.165 -0.410 -0.853
C 2.127061 2.932525 2.558035 0.227 0.115 -0.577
O 2.877947 2.199184 1.950941 -0.054 -0.651 0.047
H 1.965729 5.693381 3.148955 0.167 -0.013 0.122
H 0.571223 4.820581 3.782082 0.054 -0.312 -0.113
H 0.468530 5.797935 2.310238 -0.212 -0.277 -0.052
H 1.604914 3.491951 -0.119676 0.693 -0.468 0.684
H 0.474553 4.624175 0.245837 -0.365 0.338 0.707
H 2.128137 5.109928 0.233573 0.370 0.051 0.516
H 1.854732 2.822201 3.619103 0.262 -0.080 0.134
C -2.687994 -0.561514 1.893642 0.063 -0.634 -0.290
N -2.408134 -0.587856 3.343104 1.361 0.669 -0.249
C -0.982731 -0.385785 3.742983 -0.940 0.220 0.574
C -3.351672 -0.973733 4.226709 -0.702 -0.894 2.137
O -3.316762 -1.143910 5.474453 0.555 0.773 -3.453
H -2.498324 0.363310 1.348822 1.025 0.280 0.641
H -3.701170 -0.688549 1.512266 -0.580 -0.528 1.232
H -2.147409 -1.398217 1.451158 0.158 0.307 -0.304
H -0.902460 -0.596077 4.809499 -0.176 -0.064 -0.026
H -0.251308 -1.015266 3.236159 -0.410 -0.227 -0.332
H -0.681682 0.653714 3.612948 -0.092 0.129 -0.208
H -4.238893 -1.200155 3.615339 -0.490 0.033 0.516
```
Positions in Å, forces in eV/Å.


Record 3
This record from the Open Molecules 2025 dataset describes a cluster of 6 separate species, C20H33BBr2Cl20NO6PS in total in a non-equilibrium geometry. The level of theory is the ωB97M-V functional and the def2-TZVPD basis.

The total energy is -16404.0359 a.u. For the HOMO-LUMO gap, the calculation gives 8.357 eV. The multiplicity is 1. As for the max |F|: 5.4 eV Å⁻¹. Its lowest unoccupied orbital energy is -0.0074 Ha. As for the SMILES: CCSC[C@](CCCCCOC)(O[C@@H](Br)[C@H](CP(=O)(O)O)NBr)B(O)CC.ClC(Cl)(Cl)Cl.ClC(Cl)(Cl)Cl.ClC(Cl)(Cl)Cl.ClC(Cl)(Cl)Cl.ClC(Cl)(Cl)Cl.

The geometry in XYZ format:
```
85
Properties=species:S:1:pos:R:3:forces:R:3
C 3.111767 -2.361090 1.644995 -1.216 0.089 -0.157
C 3.376132 -0.925702 0.827798 -0.513 -0.394 2.048
S 3.207372 -1.321160 -0.985920 -0.606 0.398 0.271
C 2.211395 -0.050788 -1.935437 0.335 0.948 -1.033
C 0.728120 0.277911 -1.366534 -0.339 -1.083 -1.912
C -0.178994 0.809469 -2.651994 -0.674 0.193 -0.979
C -1.783047 0.517466 -2.531668 -1.007 1.181 -0.671
C -2.506436 1.239574 -1.210366 0.964 -0.797 -0.776
C -4.030000 1.771669 -1.517446 -0.045 -0.314 1.951
C -5.097813 0.739045 -0.761064 -0.069 0.280 -0.230
O -6.225461 1.479342 -0.109827 0.010 -2.421 -0.413
C -7.172680 0.477414 0.436996 -0.557 -0.849 0.423
O 0.573148 1.243307 -0.307088 2.670 1.584 0.324
C 1.660205 2.145661 -0.038638 -0.101 0.465 1.684
Br 1.979426 3.560263 -1.475016 0.267 -1.479 0.232
C 1.329831 3.058960 1.325473 1.038 -0.267 0.254
C 0.444000 2.272381 2.451000 -0.947 0.701 0.716
P 1.528098 1.219674 3.682001 4.066 0.073 0.776
O 3.072309 1.264272 3.340607 -5.328 -0.276 0.628
O 0.882342 -0.411492 3.858312 0.667 3.595 2.050
O 1.377600 1.942308 5.298259 0.787 0.285 -2.834
N 0.789042 4.420814 0.916085 1.021 -0.916 1.668
Br -1.073484 4.439922 0.740958 0.126 0.253 0.174
B 0.142308 -1.170343 -0.751015 -0.547 -0.140 2.300
O -0.314116 -1.175472 0.684859 -0.038 -1.328 -3.673
C 0.005782 -2.580710 -1.552169 -0.530 -0.881 -0.591
C 0.111316 -2.532240 -3.177151 0.226 -1.700 -0.620
H 3.929884 -2.585797 2.450755 -1.417 0.369 -1.758
H 2.955697 -3.246822 0.866989 0.695 2.074 1.827
H 2.072313 -2.271229 2.222964 2.257 -0.115 -1.243
H 4.463157 -0.564891 1.082955 -2.324 -0.362 -0.617
H 2.530179 -0.194733 1.245407 2.192 -1.419 -1.229
H 2.919020 0.861999 -2.131807 -1.717 -1.416 0.463
H 2.050397 -0.536057 -3.017259 0.427 0.849 2.633
H 0.167584 0.324574 -3.686583 -0.538 0.894 2.421
H -0.073840 1.983826 -2.832806 -0.004 -2.539 0.788
H -2.097789 -0.614200 -2.657984 0.822 2.161 0.517
H -2.283836 1.071375 -3.464850 1.188 -1.254 1.796
H -1.809663 2.141581 -0.934228 -1.445 -1.825 -0.357
H -2.468433 0.405909 -0.356779 -0.203 2.169 -1.546
H -4.245172 1.889726 -2.670536 0.372 -0.227 2.479
H -4.140982 2.804463 -0.932796 0.075 -2.124 -1.543
H -4.581042 0.131381 0.118668 -0.759 1.166 -2.030
H -5.567435 0.019112 -1.557189 0.970 1.107 1.519
H -7.100521 0.393353 1.609223 0.068 0.380 -2.205
H -8.311246 0.731792 0.187682 2.660 -0.318 0.301
H -6.927227 -0.612980 0.024695 -0.616 2.348 0.718
H 2.716471 1.688586 0.164295 -2.166 0.380 -0.747
H 2.386996 3.282841 1.833756 -2.219 -0.521 -1.285
H -0.461123 1.652297 2.046293 1.937 1.013 0.573
H -0.032572 3.116861 3.148283 1.059 -1.869 -1.419
H 0.757181 -0.556034 4.862220 0.360 0.242 -2.099
H 1.825766 2.858947 5.292860 -0.743 -2.217 -0.243
H 1.138805 5.170219 1.567622 -1.002 -1.136 -0.682
H -0.841564 -2.039535 0.781981 1.329 1.909 0.024
H 0.804954 -3.371608 -1.152521 -1.639 1.766 -0.779
H -1.053842 -3.043117 -1.275540 2.118 0.981 -0.717
H -0.278137 -3.590815 -3.570805 0.848 2.276 0.742
H -0.556722 -1.735836 -3.713930 1.454 -1.406 1.240
H 1.245720 -2.488020 -3.546660 -2.527 0.163 0.827
Cl 2.916848 -5.755710 1.104290 0.364 -0.353 0.005
C 4.688820 -5.942164 1.114784 0.084 0.109 -0.046
Cl 5.122327 -7.534594 0.443460 -0.110 0.372 0.149
Cl 5.426783 -4.658736 0.123311 -0.176 -0.373 0.244
Cl 5.288993 -5.819485 2.787864 -0.166 -0.030 -0.394
Cl -3.895489 2.295553 6.234495 0.432 0.140 -0.087
C -2.211180 2.780931 5.914692 -0.009 -0.053 0.075
Cl -2.197300 4.225345 4.871660 0.025 -0.341 0.187
Cl -1.397758 3.153206 7.455649 -0.182 -0.095 -0.393
Cl -1.354502 1.449660 5.097212 -1.113 0.121 0.237
Cl -4.006443 -5.516284 1.206355 0.284 0.397 0.109
C -3.111196 -4.054740 1.693369 -0.246 -0.064 0.185
Cl -1.461036 -4.118746 1.024554 -0.449 -0.406 0.329
Cl -3.948743 -2.610464 1.070972 0.265 -0.314 0.104
Cl -3.028810 -3.973640 3.471315 0.000 -0.006 -0.477
Cl 4.520325 -3.205646 -3.124883 0.137 -0.398 -0.364
C 4.988816 -4.434809 -4.326730 0.010 0.064 0.042
Cl 5.405179 -5.952898 -3.492172 -0.103 0.343 -0.190
Cl 3.629285 -4.723522 -5.441680 0.288 0.059 0.240
Cl 6.400167 -3.857001 -5.247969 -0.315 -0.149 0.192
Cl -1.166334 6.526310 -4.834517 0.311 0.102 0.226
C 0.188806 6.965200 -3.764128 -0.059 -0.035 0.161
Cl 1.730981 6.603758 -4.579907 -0.350 0.073 0.187
Cl 0.109165 8.705093 -3.388330 0.025 -0.362 -0.114
Cl 0.081152 6.025764 -2.254053 -0.119 0.500 -0.589
```
Positions in Å, forces in eV/Å.


Q: Among the records above, which one has the lowest lowest unoccupied orbital energy?
A: C36H44N4O20


Q: Look up the lowest unoccupied orbital energy of the third one.
A: -0.0074 Ha